The following is a DFT calculation (ωB97M-V/def2-TZVPD) of a structure of composition C10H18AlBeBrCl5K2O18PS.

Summary:
frontier orbital gap: 0.114 hartree
total charge: 0
highest occupied orbital energy: -0.2583 Ha

Cartesian coordinates (Å):
O  0.93533  -2.91656  -0.91674
C  -0.24207  -2.86962  -1.19531
O  -0.87392  -1.80143  -1.58626
C  -2.26683  -1.73655  -1.07344
C  -3.17814  -2.65136  -1.86085
C  -4.29621  -3.29867  -1.05831
Br  -3.53175  -4.28283  0.52523
H  -0.85563  -3.78714  -1.10428
H  -2.21716  -1.98977  -0.01734
H  -2.55647  -0.70185  -1.20314
H  -2.61009  -3.39207  -2.43710
H  -3.66798  -2.03872  -2.61011
H  -4.86910  -2.48978  -0.61827
Al  -5.83264  -3.96189  -2.42295
C  1.09878  1.28410  -0.88657
Cl  -0.51857  1.40803  -0.19312
Cl  2.02096  0.02900  0.01735
Cl  1.00788  0.83758  -2.57559
Cl  1.95145  2.80573  -0.69916
O  -5.80124  0.97408  -2.93131
S  -6.37528  -0.00658  -1.97474
O  -7.66350  -0.44230  -2.50817
O  -6.52363  0.59524  -0.66275
O  -5.42884  -1.15090  -1.92732
K  0.79826  -1.86673  1.39405
O  -9.34976  3.97119  -3.37925
Cl  -7.94841  3.75292  -3.19446
O  -7.78389  2.33604  -2.80669
O  -7.42403  4.59243  -2.16609
O  -7.23057  3.93689  -4.42289
C  7.15410  1.46406  5.27855
C  6.81687  0.25594  4.43236
O  5.69603  0.49829  3.56055
C  5.94996  1.26135  2.49972
O  7.01358  1.73359  2.19674
O  4.81111  1.41795  1.82055
C  4.90809  2.29313  0.68833
H  6.27876  1.79118  5.84065
H  7.95219  1.22099  5.97931
H  7.48068  2.30019  4.66269
H  6.50980  -0.57081  5.06947
H  7.67281  -0.07861  3.84654
H  5.70013  1.97342  0.01408
H  5.08710  3.31701  1.01452
H  3.94419  2.23529  0.18467
C  10.38504  2.67851  0.80265
O  10.66245  3.02115  2.15443
H  11.20439  3.04256  0.18797
H  10.30851  1.59397  0.68629
H  9.45355  3.14492  0.47194
H  9.93148  2.69457  2.68701
K  -2.58951  -6.08249  -1.32478
O  -9.96520  -3.95415  0.32103
P  -9.07983  -2.90897  -0.33609
O  -9.21572  -1.66079  0.52358
O  -9.62575  -2.67808  -1.74084
O  -7.61087  -3.33384  -0.40757
Be  -5.60089  -1.80885  -4.61877

Forces on the atoms, in the same order (eV/Å):
O -0.05 0.01 -0.23
C 0.20 -0.83 -0.17
O 0.02 0.52 0.46
C 0.18 -0.13 -0.59
C -0.02 -0.52 0.16
C 0.01 0.05 -0.51
Br -0.46 0.73 0.91
H -0.12 0.28 0.02
H -0.17 0.04 0.10
H -0.01 0.12 0.08
H 0.31 -0.05 0.06
H -0.11 -0.02 -0.16
H -0.19 -0.19 0.58
Al -0.92 1.22 1.34
C -0.13 0.17 -0.10
Cl 0.02 -0.06 0.04
Cl 0.84 1.06 -0.76
Cl 0.04 -0.03 0.06
Cl -0.60 0.19 -0.26
O 0.43 -0.19 -0.56
S -2.07 1.24 1.33
O 0.37 -0.19 -0.45
O 0.61 -0.44 -0.14
O 0.56 -0.65 -1.07
K -0.57 -0.74 1.13
O -0.12 0.03 0.01
Cl 0.22 -0.11 -0.08
O -0.12 -0.08 -0.12
O 0.02 0.08 0.05
O 0.03 0.05 -0.05
C -0.13 0.19 -0.11
C 0.30 -0.06 0.27
O -0.04 -0.08 -0.01
C -0.03 0.05 0.06
O 0.08 -0.01 -0.02
O -0.03 -0.02 -0.03
C -0.11 -0.03 -0.16
H 0.02 -0.07 0.07
H -0.02 -0.04 0.01
H 0.06 -0.04 -0.03
H -0.16 -0.02 -0.09
H -0.03 0.10 -0.11
H 0.06 0.01 0.07
H 0.09 -0.03 0.02
H 0.57 -0.10 0.32
C -0.15 -0.03 0.22
O 0.05 -0.02 -0.04
H 0.04 0.03 0.05
H -0.01 0.01 -0.12
H 0.02 -0.05 -0.12
H -0.01 0.04 0.01
K 0.10 -0.92 -1.01
O -0.46 0.29 0.03
P 1.83 0.02 -0.73
O -0.53 -0.21 0.29
O -0.56 -0.21 0.16
O 1.08 -0.53 -0.86
Be -0.23 0.15 0.79

---

The following is a DFT calculation (ωB97M-V/def2-TZVPD) of a cluster of 2 separate species, H4S4 in total.

Summary:
SMILES: SS.SS
frontier orbital gap: 0.265 hartree
total charge: 0
highest occupied orbital energy: -0.3035 Ha

Cartesian coordinates (Å):
S  1.28731  -0.93531  0.89424
S  1.99742  -2.33263  2.22697
H  0.37304  -0.65787  -0.24115
H  2.86941  -1.36524  2.65232
S  -1.60590  0.48785  -1.26539
S  -1.62919  2.69735  -1.82945
H  -2.42153  0.03392  -2.22308
H  -1.61508  3.31306  -0.61001

Forces on the atoms, in the same order (eV/Å):
S -0.20 4.20 -1.61
S -0.04 -1.28 0.34
H 0.75 -2.42 1.58
H -0.52 -0.50 -0.37
S 0.23 2.11 0.15
S 0.08 -1.63 0.32
H -0.14 0.33 -0.14
H -0.16 -0.81 -0.27

---

The following is a DFT calculation (ωB97M-V/def2-TZVPD) of the ion C3H10N3S with charge +1.

Summary:
multiplicity: 3
frontier orbital gap (spin up / spin down): 0.218 / 0.248 hartree
total charge: +1
highest occupied orbital energy (spin up / spin down): -0.3296 / -0.5143 Ha

Cartesian coordinates (Å):
C  -0.30165  0.04627  0.08897
C  -2.20804  -1.53754  -0.05532
C  1.84958  1.48333  -0.12947
N  -0.80932  -1.17150  -0.04689
N  1.20588  0.15403  0.24478
N  -0.88356  1.25543  -0.02064
S  2.23416  -1.14715  -0.00211
H  -2.24503  -2.37975  -0.80389
H  -2.51074  -2.00030  1.01726
H  -2.72675  -0.57415  -0.23390
H  1.21316  2.24718  -0.76216
H  2.07801  2.13340  0.73591
H  2.78945  1.36034  -0.76018
H  -0.23485  -1.90556  0.22810
H  -1.79786  1.18927  -0.47253
H  -0.33306  2.05115  -0.28858
H  2.68062  -1.20444  1.26064

Forces on the atoms, in the same order (eV/Å):
C 5.23 1.35 0.01
C -0.48 -1.07 1.67
C -0.05 2.00 -0.66
N -0.40 1.95 0.47
N -5.68 4.53 0.37
N -2.07 -2.13 -0.69
S 2.53 -5.05 -2.06
H -0.86 1.29 0.54
H 0.55 1.27 -2.47
H -0.56 -1.33 -0.25
H 1.06 -2.01 0.71
H 0.10 -0.83 -0.07
H -1.24 -0.24 0.94
H 1.44 -1.24 0.38
H 0.18 0.62 0.28
H 0.06 -0.05 0.20
H 0.19 0.93 0.62

---

The following is a DFT calculation (ωB97M-V/def2-TZVPD) of a structure of composition C30H28BrEuN6O3S3.

Summary:
multiplicity: 8
frontier orbital gap (spin up / spin down): 0.247 / 0.324 hartree
total charge: +1
highest occupied orbital energy (spin up / spin down): -0.3239 / -0.4013 Ha

Cartesian coordinates (Å):
Eu  -1.01685  -0.14799  -0.31839
C  -1.91744  -3.25963  -5.20011
C  -1.88812  -3.71190  -3.78392
N  -2.00337  -4.93108  -3.37402
N  -1.89959  -4.80825  -2.00099
C  -1.72208  -3.56557  -1.54435
S  -1.58958  -3.02358  0.03335
N  -1.70565  -2.86041  -2.70940
N  -1.58305  -1.47010  -2.74308
H  -2.08794  -4.12275  -5.83707
H  -0.96968  -2.80094  -5.48880
H  -2.71736  -2.53665  -5.36646
H  -1.98600  -5.62185  -1.41781
H  -1.05390  -1.22192  -3.56747
H  -2.50466  -1.05168  -2.81078
O  0.95458  -1.11079  -0.48519
S  1.64612  -1.88958  0.61022
C  3.31474  -2.17167  0.05073
C  3.93750  -1.23108  -0.76015
C  5.24117  -1.46632  -1.16350
C  5.90465  -2.62223  -0.75363
C  5.26563  -3.55330  0.05198
C  3.95158  -3.33424  0.45505
C  2.03325  -0.63923  1.83356
C  1.86453  0.70186  1.52405
C  2.19337  1.64946  2.48758
C  2.67843  1.25205  3.72793
C  2.83961  -0.09893  4.01610
C  2.51351  -1.05366  3.06675
H  3.40284  -0.33936  -1.07100
H  5.74684  -0.74628  -1.79664
H  6.92565  -2.79776  -1.07286
H  5.78226  -4.45510  0.35879
H  3.43168  -4.06354  1.06963
H  1.51410  0.99663  0.53994
H  2.08007  2.70497  2.26621
H  2.93630  1.99530  4.47250
H  3.21816  -0.40858  4.98380
H  2.62812  -2.11057  3.29058
Br  0.13446  5.63617  -4.12151
C  0.28519  4.13276  -3.01683
C  0.28216  2.87000  -3.57123
C  0.36891  1.79229  -2.71357
N  0.45653  1.90281  -1.39053
C  0.49240  3.13244  -0.89092
C  0.40666  4.28424  -1.65338
H  0.21035  2.72512  -4.64103
H  0.39321  0.78434  -3.11203
H  0.57828  3.21775  0.18679
H  0.42872  5.26059  -1.18967
S  -2.99244  -1.35973  4.14406
C  -1.53369  -0.59271  4.59088
C  -0.88972  -0.18571  3.47402
N  -1.51939  -0.48353  2.27913
C  -2.64504  -1.09696  2.50378
H  -1.23382  -0.47042  5.62133
H  0.04779  0.35256  3.46748
H  -3.32497  -1.40120  1.72028
O  -3.26322  -0.01269  -0.18306
C  -2.96953  1.17827  -0.49309
O  -2.21775  1.41689  -1.47693
C  -3.20464  2.26534  0.52658
C  -2.11252  2.57522  1.33770
C  -2.23716  3.50018  2.36202
C  -3.45746  4.13443  2.56945
C  -4.54180  3.83124  1.75995
C  -4.42035  2.89055  0.74386
H  -1.16404  2.08040  1.18595
H  -1.38893  3.73065  2.99843
H  -3.56254  4.86242  3.36475
H  -5.49255  4.32510  1.92426
H  -5.27254  2.64747  0.11997

Forces on the atoms, in the same order (eV/Å):
Eu 1.54 -0.78 0.51
C -0.01 -0.01 0.13
C -0.03 0.04 -0.18
N 0.12 0.38 0.71
N -0.11 -0.73 -0.06
C 0.00 -0.16 -0.24
S -0.16 -0.55 -0.09
N 0.01 0.59 -0.22
N -0.02 -0.12 0.04
H 0.00 -0.02 0.01
H 0.00 -0.01 0.01
H 0.01 -0.01 0.01
H 0.00 -0.07 0.00
H 0.13 0.10 -0.06
H -0.18 0.13 0.00
O 2.23 -1.07 -0.21
S 0.36 -0.07 0.10
C -0.01 -0.02 -0.09
C 0.05 -0.04 0.00
C 0.04 -0.01 -0.01
C -0.03 0.04 -0.01
C -0.03 0.01 0.01
C 0.03 -0.04 0.00
C 0.07 -0.04 -0.01
C 0.09 -0.03 0.10
C -0.01 0.04 0.01
C 0.00 0.01 -0.02
C 0.02 0.04 0.08
C -0.05 -0.07 0.04
H 0.03 -0.06 0.03
H -0.03 -0.06 0.04
H -0.08 0.02 0.02
H -0.04 0.06 -0.02
H 0.04 0.07 -0.06
H 0.06 -0.02 0.02
H 0.01 -0.05 0.01
H -0.02 -0.02 -0.04
H -0.03 0.03 -0.08
H -0.01 0.09 -0.04
Br -0.01 0.16 -0.11
C -0.02 0.20 -0.14
C -0.02 -0.29 -0.19
C 0.18 -0.05 -0.10
N 0.28 0.03 0.01
C -0.04 0.23 0.17
C 0.04 -0.02 0.26
H 0.00 0.01 0.06
H -0.07 -0.05 -0.02
H 0.00 0.01 0.01
H -0.01 -0.04 -0.02
S -0.21 -0.13 0.18
C -0.07 0.00 0.00
C 0.15 0.08 -0.23
N 0.41 0.18 0.31
C -0.24 -0.10 0.13
H -0.05 -0.01 -0.13
H -0.06 -0.06 -0.04
H 0.04 0.03 0.04
O -1.80 0.53 -0.04
C -1.31 0.64 -0.05
O -0.98 0.96 -0.47
C 0.03 -0.09 -0.06
C -0.37 0.21 0.02
C -0.03 0.04 0.00
C 0.05 0.00 0.02
C -0.04 0.00 -0.02
C -0.09 0.01 -0.04
H 0.19 0.00 0.04
H -0.06 -0.03 -0.05
H 0.01 -0.03 -0.04
H 0.06 -0.03 -0.02
H 0.03 0.00 0.04

---

The following is a DFT calculation (ωB97M-V/def2-TZVPD) of the molecule C4H8N2O2.

Summary:
SMILES: CO/C=C/O/C=N/N
frontier orbital gap: 0.357 hartree
total charge: 0
highest occupied orbital energy: -0.3154 Ha

Cartesian coordinates (Å):
C  3.08215  0.56338  -0.30174
O  2.00347  0.21676  0.53315
C  1.05148  -0.46224  -0.11298
C  0.29578  -1.42724  0.39912
O  -0.94429  -1.57713  -0.20086
C  -2.01381  -0.70433  0.26087
N  -1.93535  0.53047  0.03551
N  -3.17408  1.15769  0.03462
H  3.54117  -0.16989  -1.00320
H  3.79578  0.67074  0.52945
H  2.97110  1.43521  -0.91089
H  1.04171  0.09322  -1.14057
H  0.46626  -1.63898  1.53911
H  -2.89250  -1.25233  0.57394
H  -3.40289  2.08718  -0.08090
H  -3.88599  0.47749  -0.15463

Forces on the atoms, in the same order (eV/Å):
C 2.42 -0.57 1.40
O 0.21 -1.16 0.37
C 0.20 2.06 -2.63
C -0.06 1.80 2.20
O -1.63 -0.17 1.17
C 2.17 -1.00 -1.30
N -0.63 1.00 -0.49
N 0.17 -3.55 1.00
H -0.95 -0.38 0.69
H 0.66 0.74 -1.02
H -0.61 0.98 0.04
H -1.32 -1.93 1.27
H -0.57 -0.13 -2.26
H -0.14 -0.16 -0.07
H 0.70 2.03 -0.37
H -0.61 0.46 0.00

---

The following is a DFT calculation (ωB97M-V/def2-TZVPD) of a structure of composition C5H4N2O.

Summary:
frontier orbital gap: 0.381 hartree
total charge: 0
highest occupied orbital energy: -0.3714 Ha

Cartesian coordinates (Å):
C  1.54555  2.51952  -0.07041
C  0.70342  1.09809  0.06220
C  -0.60441  -0.63279  0.17068
C  0.63573  -1.03484  0.33276
C  -1.68963  -1.40888  -0.22133
H  0.88392  3.33594  -0.91574
H  1.34363  2.82295  1.16590
H  2.65296  2.02036  -0.39817
H  1.29550  -1.89451  0.01186
N  -0.53062  0.79821  -0.07420
N  -2.43356  -2.32120  -0.58810
O  1.37867  0.14119  0.39110

Forces on the atoms, in the same order (eV/Å):
C -2.45 -1.75 0.72
C -2.55 6.60 -1.58
C -0.09 3.34 -1.50
C 3.30 -0.83 -0.23
C -5.64 -7.14 -2.49
H 2.55 -2.79 2.93
H 1.39 -0.14 -3.89
H -3.02 2.35 1.06
H -1.34 0.78 1.29
N -2.82 -0.29 -0.02
N 4.58 6.17 2.42
O 6.07 -6.32 1.30

---

no.,electronic energy (Eh)
1,-8816.98723
2,-1595.02989
3,-682.28915
4,-6193.02532
5,-417.03007
6,-377.51901